A cluster of 2 separate species, C9H18N3O3 in total in a non-equilibrium geometry, computed with wB97M-V/def2-TZVPD.

Its energy relative to the best compared isomer or geometry (same formula, charge and spin) is 145.7 kcal/mol. The calculation puts the electronic energy at -20225.521 eV. The calculation puts the HOMO energy at -12.657 eV. Its total charge is +1. As for the largest force on an atom: 8.29 eV/A.

Structure (XYZ):
```
33
Properties=species:S:1:pos:R:3:forces:R:3:mulliken_charge:R:1
C 0.465 -1.433 -2.152 0.456 0.045 0.548 -0.82
N -0.410 -0.698 -1.122 -0.703 -0.761 -1.645 -0.23
C -1.483 0.123 -1.806 -1.123 -0.612 0.002 -0.61
C -2.893 -0.771 -1.769 -0.757 0.367 -0.740 0.24
N -3.719 -0.896 -3.046 -1.235 -3.051 7.610 -0.14
C -4.889 -1.759 -2.591 1.412 -0.612 4.501 -0.27
C -4.713 -2.149 -1.008 1.624 2.381 -3.982 -0.17
N -3.443 -1.475 -0.536 -1.544 1.097 -7.528 -0.08
H -0.132 -1.669 -3.139 1.342 0.387 1.846 0.34
H 1.395 -0.724 -2.333 -1.873 -1.754 0.034 0.23
H 0.797 -2.437 -1.624 -0.443 2.101 -1.375 0.32
H -0.803 -1.459 -0.526 0.117 1.204 -0.696 0.29
H -1.231 0.297 -2.959 -0.528 -0.436 2.601 0.32
H -1.654 1.193 -1.308 0.241 -2.469 -0.911 0.29
H -3.551 -0.491 -4.003 -0.040 -0.525 1.621 0.31
H -5.808 -2.140 -3.207 2.284 1.062 1.048 0.35
H -5.351 -2.796 -0.271 1.315 1.471 -1.870 0.35
H -2.955 -1.457 0.386 -0.748 -0.039 -1.150 0.30
C 1.901 1.225 -0.018 0.213 0.373 -0.023 -0.95
C 1.499 0.401 1.193 -0.269 0.092 -0.416 0.07
O 2.594 0.275 2.107 0.057 0.504 0.689 -0.37
C 2.822 1.349 2.901 0.015 0.650 0.064 0.73
O 2.180 2.389 2.907 0.824 -1.577 -0.026 -0.55
O 3.905 1.081 3.673 -1.081 -0.030 -0.771 -0.33
C 4.308 2.171 4.500 0.243 0.470 0.444 -0.62
H 2.806 0.816 -0.480 -0.156 -0.074 0.043 0.24
H 1.098 1.240 -0.761 0.128 -0.028 0.163 0.17
H 2.128 2.258 0.264 -0.111 -0.162 0.037 0.39
H 1.235 -0.611 0.871 0.326 0.116 0.284 0.14
H 0.617 0.820 1.693 0.282 0.071 0.029 0.25
H 3.472 2.545 5.101 0.115 -0.019 -0.264 0.29
H 4.729 2.970 3.882 -0.206 -0.051 0.126 0.29
H 5.085 1.812 5.180 -0.177 -0.192 -0.294 0.23
```
Forces are in eV/Å.

---

A structure of composition C26H24Cl2O4PPbSi in a non-equilibrium geometry, computed with wB97M-V/def2-TZVPD.

Its energy relative to the best compared isomer or geometry (same formula, charge and spin) is 53.6 kcal/mol. The calculation puts the electronic energy at -82989.263 eV. The calculation puts the HOMO energy (alpha / beta) at -11.125 / -11.159 eV. Its total charge is +1. As for the largest force on an atom: 6.43 eV/A.

Structure (XYZ):
```
59
Properties=species:S:1:pos:R:3:forces:R:3:mulliken_charge:R:1
Pb 10.359 13.777 8.797 -0.407 -1.850 -1.051 1.96
Cl 15.780 13.404 14.527 0.265 0.024 -0.339 -0.11
C 14.460 13.277 13.473 -0.838 -0.360 0.932 0.23
C 13.199 13.111 14.055 -0.398 0.671 -0.292 -0.66
C 12.038 13.068 13.299 -0.759 -0.156 1.795 0.34
Cl 10.560 12.949 14.179 0.244 -0.008 -0.452 -0.12
C 11.974 13.119 11.861 1.637 -0.351 -1.203 0.22
O 10.959 12.939 11.157 1.105 0.465 1.344 -0.56
C 13.381 13.258 11.291 -0.621 -0.128 1.673 0.82
C 13.547 13.450 9.891 -1.956 2.193 -2.647 -0.06
O 12.696 13.973 9.086 2.490 -1.597 2.284 -0.58
C 14.546 13.292 12.096 -0.982 -0.308 -2.382 -0.69
H 13.152 13.159 15.135 -0.276 -0.269 -0.043 0.45
H 14.543 13.288 9.516 0.498 -0.199 -0.466 0.48
H 15.509 13.286 11.595 -0.037 0.230 0.079 0.43
O 11.530 11.410 4.872 -1.967 1.477 2.469 -0.65
C 10.746 11.722 5.821 2.541 -0.571 -1.817 0.29
O 10.581 12.858 6.441 0.044 -1.196 -0.597 -0.61
C 9.940 10.503 6.335 -1.765 2.247 -0.703 -0.70
P 9.730 10.733 8.109 0.415 -2.086 -0.249 0.45
C 8.419 9.592 8.617 -1.044 0.817 0.141 0.58
C 7.114 10.134 8.586 0.171 0.533 0.219 -0.59
C 6.079 9.525 9.283 0.983 -0.848 0.384 -0.69
C 6.338 8.298 9.931 -0.356 0.438 -0.509 -0.38
C 7.577 7.663 9.791 -1.046 0.120 0.306 -0.76
C 8.598 8.326 9.175 1.857 0.167 -0.656 0.02
C 11.237 9.922 8.648 1.115 0.005 0.954 0.56
C 11.373 9.574 9.995 -0.458 0.171 0.700 -0.34
C 12.560 9.088 10.534 -1.194 0.507 -0.128 -0.84
C 13.636 8.908 9.700 0.856 -0.374 0.531 -0.46
C 13.544 9.206 8.354 0.358 0.452 -0.821 -0.80
C 12.373 9.734 7.830 -0.859 0.261 -0.461 -0.37
H 10.315 9.520 6.056 -0.002 0.113 0.111 0.49
H 8.925 10.674 5.907 0.535 -0.397 0.083 0.47
H 6.929 11.096 8.081 0.138 -0.441 0.344 0.33
H 5.141 10.034 9.402 -0.338 -0.080 -0.147 0.41
H 5.541 7.830 10.503 0.163 0.009 -0.075 0.38
H 7.738 6.678 10.196 -0.013 -0.125 0.095 0.41
H 9.600 7.876 9.063 -0.675 0.102 0.341 0.42
H 10.514 9.675 10.669 0.284 0.134 -0.227 0.46
H 12.573 8.930 11.604 0.307 -0.321 -0.037 0.48
H 14.555 8.526 10.140 -0.007 0.080 -0.303 0.40
H 14.416 9.128 7.690 -0.466 -0.202 0.391 0.42
H 12.282 9.985 6.768 0.456 -0.055 0.400 0.36
C 6.043 17.988 9.549 -0.270 -0.072 -0.029 -0.96
Si 7.787 18.282 8.900 -1.983 3.081 0.101 0.19
C 8.493 19.807 9.819 0.654 -0.679 -0.037 -0.98
C 7.576 18.689 7.121 0.058 0.532 -1.312 -0.92
C 8.758 16.796 8.990 3.248 -5.504 0.681 0.69
C 9.384 15.691 9.069 -2.235 4.810 -0.298 -1.56
H 5.365 18.870 9.385 0.786 -0.766 0.040 0.29
H 6.098 17.808 10.626 -0.246 -0.106 -0.017 0.32
H 5.596 17.101 9.052 0.154 0.500 0.353 0.28
H 8.178 20.776 9.383 -0.026 -0.665 0.151 0.30
H 9.605 19.791 9.828 -0.631 0.075 0.033 0.30
H 8.146 19.734 10.857 0.144 0.248 -0.131 0.31
H 6.971 19.629 6.906 0.841 -1.121 0.457 0.29
H 7.055 17.847 6.633 0.187 0.280 0.007 0.28
H 8.581 18.777 6.652 -0.676 0.092 0.031 0.29
```
Forces are in eV/Å.

---

A cluster of 2 separate species, C6H12O2 in total in a non-equilibrium geometry, computed with wB97M-V/def2-TZVPD.

Its energy relative to the best compared isomer or geometry (same formula, charge and spin) is 97.3 kcal/mol. The calculation puts the electronic energy at -10498.878 eV. The calculation puts the HOMO energy (alpha / beta) at -14.388 / -14.384 eV. Its total charge is +1. The multiplicity is 2. As for the largest force on an atom: 6.72 eV/A.

Structure (XYZ):
```
20
Properties=species:S:1:pos:R:3:forces:R:3:mulliken_charge:R:1
C -1.214 3.396 -0.936 0.636 -0.017 -1.095 -0.97
C 0.142 2.829 -0.563 2.700 -1.668 -0.499 -0.63
C 1.101 -1.236 1.914 -0.009 -1.421 -0.304 -0.96
C 0.521 -0.731 0.695 -3.768 3.324 -2.438 0.45
O 0.283 -1.477 -0.480 4.574 0.539 4.900 -0.49
C 0.128 0.636 0.548 0.665 -1.438 0.449 -0.36
C 0.123 1.286 -0.661 -0.778 2.047 0.710 0.03
H -1.932 3.021 -0.183 -0.008 0.859 -0.627 0.33
H -1.450 3.049 -1.962 -0.288 -0.260 0.628 0.33
H -1.102 4.473 -1.129 -0.513 -0.193 0.926 0.33
H 1.090 3.176 -1.121 -1.775 -0.384 -0.241 0.35
H 0.561 3.013 0.418 -0.878 0.476 0.688 0.36
H 0.585 -1.995 2.504 -0.268 0.298 -0.104 0.36
H 2.172 -1.335 1.974 0.436 0.486 0.113 0.41
H 1.163 -1.854 -0.039 -1.183 -1.883 -3.362 0.50
H -0.008 1.163 1.481 0.450 0.464 -0.062 0.41
H -0.021 0.865 -1.654 0.524 -0.458 0.274 0.44
H -0.383 -3.056 -0.340 -0.680 -0.738 0.056 0.44
H -1.196 -4.013 0.582 0.079 0.011 -0.358 0.30
O -0.816 -3.920 -0.305 0.086 -0.043 0.344 -0.63
```
Forces are in eV/Å.